H29O14 | ωB97M-V/def2-TZVPD

Computed properties:
Total energy   -1070.34196 Eh
Gap between HOMO and LUMO   10.45 eV
Energy above the lowest of the compared OMol25 structures with the same formula, charge and spin   164.45 kcal per mole
Charge   +1

Structure (XYZ):
```
43
H29O14 (ωB97M-V/def2-TZVPD)
O 3.579 2.113 0.412
H -0.685 1.800 -3.329
O -1.426 2.274 1.170
H -1.032 2.175 1.975
H -2.084 2.677 -3.201
O 0.175 0.151 -3.975
H -0.601 -3.348 2.335
H 0.803 -0.531 -4.305
O 1.623 -2.593 0.819
H 1.768 -1.833 0.151
H 1.630 -3.368 0.221
O 0.781 -4.349 -1.404
H 1.729 -4.683 -1.587
H 0.431 -4.800 -2.135
O 4.462 -0.027 1.615
H 0.561 4.329 0.588
H 3.946 0.748 1.529
O 0.859 1.391 -0.584
H 1.003 2.013 -1.220
H 1.568 1.230 -0.131
O -1.160 0.239 2.645
H -1.384 -0.693 2.305
H -0.108 0.281 2.747
O -3.449 1.128 0.360
H -2.689 0.686 -0.319
H 4.293 2.209 -0.099
O -1.458 2.071 -2.684
H -0.938 -1.354 -0.875
H -0.578 -0.089 -4.566
O -0.811 -2.767 1.729
H 5.147 0.474 2.037
H -2.598 -2.489 1.218
O -3.452 -1.934 1.176
H -3.221 0.183 0.731
H -4.024 -2.451 0.585
O -1.675 -0.861 -0.836
H -2.688 1.611 1.005
H -2.239 -1.421 -1.512
O 0.956 3.510 1.097
H -0.626 2.049 0.712
H 0.567 3.761 1.906
H 3.398 2.968 0.631
H -0.354 -2.478 1.062
```